1.
This record from the Open Molecules 2025 dataset describes 3 unconnected molecules or ions with the total composition C25H43F3NO9S at a distorted geometry. The level of theory is wB97M-V/def2-TZVPD.

Last column: Mulliken charge in e.
CARTESIAN COORDINATES (ANGSTROEM)
C (-0.108, -1.786, 0.174)  -1.071
C (-0.691, -0.929, -0.730)  -0.881
C (-0.207, -0.839, -2.119)  1.485
C (-0.147, -1.957, -2.981)  0.545
C (-0.650, -3.278, -2.452)  -0.027
O (0.144, -4.141, -2.254)  -0.512
O (-1.952, -3.439, -2.230)  -0.256
C (-2.841, -2.521, -2.891)  0.376
S (-4.553, -3.040, -2.686)  -0.196
C (-5.279, -1.632, -1.773)  0.226
C (-6.712, -1.345, -2.222)  -1.118
C (0.353, -1.861, -4.269)  -0.389
C (0.778, -0.626, -4.716)  -0.807
N (0.695, 0.427, -3.902)  0.270
C (0.234, 0.380, -2.642)  0.339
C (0.167, 1.660, -1.846)  -1.019
O (-0.746, 2.520, -2.594)  -0.425
C (-1.985, 2.588, -2.071)  0.815
F (-2.777, 3.167, -2.955)  -0.273
F (-2.022, 3.280, -0.940)  -0.190
F (-2.506, 1.371, -1.806)  -0.187
H (-0.161, -2.865, 0.044)  0.311
H (0.412, -1.438, 1.061)  0.227
H (-1.532, -0.330, -0.390)  0.575
H (-2.776, -1.513, -2.485)  -0.402
H (-2.648, -2.471, -3.961)  0.323
H (-4.667, -0.767, -2.026)  -0.221
H (-5.174, -1.800, -0.706)  0.376
H (-7.190, -2.224, -2.641)  0.324
H (-7.275, -1.026, -1.346)  0.329
H (-6.757, -0.510, -2.913)  0.309
H (0.390, -2.747, -4.884)  0.574
H (1.165, -0.534, -5.717)  0.451
H (0.987, 1.330, -4.262)  0.296
H (1.119, 2.181, -1.857)  0.488
H (-0.210, 1.490, -0.847)  0.279
C (4.737, -3.335, -1.927)  -0.612
O (5.193, -2.022, -1.675)  -0.289
C (4.664, -1.068, -2.569)  -0.287
C (4.549, 0.291, -1.913)  -0.548
O (3.463, 0.407, -0.998)  -0.249
C (3.594, -0.283, 0.246)  -0.016
C (4.608, 0.321, 1.191)  -0.823
O (5.923, -0.009, 0.795)  -0.268
C (6.870, 0.982, 1.140)  -0.794
H (5.126, -3.711, -2.879)  0.333
H (5.099, -3.971, -1.122)  0.251
H (3.641, -3.377, -1.935)  0.172
H (3.670, -1.384, -2.920)  0.080
H (5.337, -0.992, -3.433)  0.448
H (4.335, 1.019, -2.702)  0.475
H (5.488, 0.593, -1.450)  0.138
H (3.782, -1.345, 0.087)  0.217
H (2.611, -0.196, 0.718)  0.117
H (4.439, -0.087, 2.197)  0.419
H (4.471, 1.409, 1.225)  0.363
H (6.592, 1.954, 0.717)  0.348
H (7.828, 0.684, 0.721)  0.239
H (6.969, 1.070, 2.227)  0.328
C (-1.529, 4.037, 2.324)  -0.530
O (-2.252, 3.201, 3.194)  -0.305
C (-3.007, 2.226, 2.497)  0.036
C (-3.158, 0.957, 3.305)  -0.538
O (-1.988, 0.148, 3.339)  -0.418
C (-0.896, 0.604, 4.129)  -0.256
C (-1.122, 0.506, 5.621)  -0.685
O (-1.967, 1.548, 6.072)  -0.277
C (-2.747, 1.179, 7.191)  -0.795
H (-2.202, 4.667, 1.731)  0.293
H (-0.882, 4.676, 2.922)  0.304
H (-0.899, 3.437, 1.654)  0.105
H (-2.524, 1.980, 1.541)  -0.230
H (-4.002, 2.646, 2.295)  0.448
H (-3.912, 0.341, 2.808)  0.468
H (-3.527, 1.167, 4.310)  0.174
H (-0.593, 1.613, 3.842)  0.180
H (-0.069, -0.066, 3.878)  0.344
H (-0.155, 0.603, 6.134)  0.412
H (-1.550, -0.475, 5.858)  0.370
H (-3.346, 0.287, 6.974)  0.347
H (-3.422, 2.003, 7.410)  0.236
H (-2.116, 0.993, 8.066)  0.334

Output
net charge	+1
lowest unoccupied orbital energy	-4.55	eV
electronic energy	-2407.638298	hartree

=====

2.
This record from the Open Molecules 2025 dataset describes a molecular structure, C18H43CaF6NO6S2Si2 at a distorted geometry. The level of theory is wB97M-V/def2-TZVPD.

Last column: Mulliken charge in e.
CARTESIAN COORDINATES (ANGSTROEM)
O (-1.759, -0.454, -1.491)  0.162
O (-3.157, -4.687, -2.368)  -0.181
C (-3.076, 0.128, -1.179)  -0.110
C (-3.219, 1.592, -1.542)  -1.381
H (-3.192, 0.003, -0.096)  0.264
H (-3.814, -0.499, -1.702)  0.266
H (-2.427, 2.230, -1.119)  0.241
H (-4.165, 1.974, -1.132)  0.409
H (-3.256, 1.746, -2.622)  0.347
C (-1.101, -0.019, -2.732)  -0.239
C (-1.724, -0.585, -3.992)  -1.265
H (-0.054, -0.330, -2.623)  0.270
H (-1.111, 1.082, -2.758)  0.347
H (-1.688, -1.683, -4.016)  0.188
H (-1.127, -0.211, -4.838)  0.417
H (-2.762, -0.271, -4.129)  0.316
C (-2.358, -5.842, -2.704)  -0.302
C (-4.447, -4.655, -3.003)  -0.166
C (-1.343, -5.553, -3.798)  -1.272
H (-2.998, -6.691, -3.017)  0.395
H (-1.853, -6.084, -1.758)  0.304
H (-1.836, -5.312, -4.747)  0.294
H (-0.715, -6.433, -3.962)  0.392
H (-0.693, -4.722, -3.505)  0.229
C (-4.421, -4.775, -4.519)  -1.326
H (-4.880, -3.693, -2.691)  0.286
H (-5.048, -5.481, -2.578)  0.285
H (-3.752, -4.032, -4.967)  0.261
H (-5.429, -4.601, -4.907)  0.412
H (-4.125, -5.780, -4.843)  0.339
H (-2.525, -3.545, -0.422)  0.087
Ca (-0.228, -0.684, 0.328)  1.872
C (-2.190, -3.993, 0.561)  -0.498
Si (-3.578, -4.949, 1.436)  0.456
H (-1.354, -4.684, 0.350)  0.364
H (-1.799, -3.201, 1.228)  0.123
C (-5.290, -4.189, 1.287)  -1.001
C (-3.214, -5.064, 3.272)  -1.071
C (-3.783, -6.782, 1.053)  -1.119
C (-1.568, 0.571, 1.837)  -1.041
Si (-0.800, 1.174, 3.410)  0.287
H (-2.561, 0.117, 2.056)  0.321
H (-1.804, 1.436, 1.192)  0.133
C (-1.166, -0.049, 4.799)  -1.094
C (-1.581, 2.783, 4.040)  -1.140
C (1.061, 1.430, 3.260)  -0.528
H (-4.579, -7.162, 1.715)  0.331
H (-2.873, -7.353, 1.285)  0.328
H (-4.072, -6.997, 0.018)  0.292
H (-5.352, -3.224, 1.805)  0.329
H (-6.028, -4.857, 1.760)  0.293
H (-5.614, -4.029, 0.251)  0.303
H (-2.861, -4.119, 3.695)  0.280
H (-2.457, -5.838, 3.455)  0.310
H (-4.135, -5.361, 3.793)  0.261
H (-2.654, 2.803, 3.800)  0.303
H (-1.127, 3.678, 3.593)  0.301
H (-1.484, 2.860, 5.135)  0.308
H (1.322, 2.166, 2.489)  -0.023
H (1.600, 0.506, 3.011)  0.107
H (1.471, 1.800, 4.215)  0.409
H (-0.941, 0.392, 5.782)  0.305
H (-0.587, -0.975, 4.694)  0.254
H (-2.231, -0.318, 4.782)  0.305
F (1.129, 4.447, -0.907)  -0.201
C (2.059, 3.691, -0.274)  0.599
F (3.285, 4.148, -0.583)  -0.200
F (1.875, 3.817, 1.066)  -0.215
S (1.885, 1.938, -0.832)  0.779
O (0.594, 1.405, -0.340)  -0.474
O (2.100, 1.941, -2.250)  -0.651
N (3.067, 1.344, 0.097)  -0.389
S (3.062, -0.265, 0.177)  0.942
O (2.004, -0.806, 1.088)  -0.819
O (3.157, -0.928, -1.105)  -0.611
C (4.601, -0.397, 1.203)  0.460
F (5.678, 0.025, 0.501)  -0.188
F (4.456, 0.372, 2.303)  -0.172
F (4.786, -1.687, 1.582)  -0.191

Output
net charge	0
lowest unoccupied orbital energy	-0.03	eV
electronic energy	-3870.050502	hartree
energy relative to the best compared isomer or geometry (same formula, charge and spin)	7.7	kcal/mol

=====

3.
This record from the Open Molecules 2025 dataset describes a single C23H31NO3 molecule. The level of theory is wB97M-V/def2-TZVPD.

Last column: natural (NBO) charge in e.
CARTESIAN COORDINATES (ANGSTROEM)
C (0.393, -0.443, -3.530)  -0.639
C (1.018, -1.812, -3.779)  -0.058
O (1.858, -2.214, -2.719)  -0.510
C (3.042, -1.578, -2.512)  0.391
C (3.709, -0.802, -3.454)  -0.321
C (4.943, -0.248, -3.157)  -0.191
C (5.528, -0.457, -1.924)  -0.245
C (4.861, -1.219, -0.977)  -0.185
C (3.627, -1.779, -1.251)  -0.101
C (2.867, -2.568, -0.221)  -0.233
N (1.640, -1.875, 0.135)  -0.436
C (1.888, -0.645, 0.856)  -0.229
C (0.590, 0.152, 0.956)  -0.409
C (-0.520, -0.628, 1.677)  -0.066
C (-0.198, -0.809, 3.180)  -0.061
O (-0.066, 0.402, 3.883)  -0.715
C (-1.865, 0.123, 1.623)  -0.428
C (-2.292, 0.664, 0.255)  -0.064
O (-3.653, 1.045, 0.251)  -0.496
C (-4.035, 2.216, 0.835)  0.301
C (-5.412, 2.448, 0.855)  -0.261
C (-5.921, 3.607, 1.400)  -0.189
C (-5.068, 4.560, 1.936)  -0.250
C (-3.705, 4.335, 1.916)  -0.203
C (-3.182, 3.173, 1.372)  -0.268
C (-0.637, -2.004, 1.007)  -0.399
C (0.708, -2.714, 0.857)  -0.215
H (-0.130, -0.453, -2.577)  0.213
H (-0.312, -0.205, -4.322)  0.216
H (1.159, 0.329, -3.493)  0.214
H (1.550, -1.829, -4.739)  0.167
H (0.238, -2.578, -3.808)  0.193
H (3.281, -0.627, -4.429)  0.215
H (5.447, 0.350, -3.903)  0.213
H (6.491, -0.027, -1.695)  0.213
H (5.306, -1.379, -0.006)  0.210
H (2.585, -3.532, -0.652)  0.217
H (3.508, -2.752, 0.661)  0.170
H (2.623, -0.063, 0.295)  0.217
H (2.312, -0.841, 1.860)  0.153
H (0.267, 0.356, -0.065)  0.214
H (0.774, 1.110, 1.447)  0.199
H (-1.031, -1.330, 3.659)  0.183
H (0.702, -1.419, 3.310)  0.163
H (0.711, 0.866, 3.552)  0.462
H (-1.823, 0.948, 2.338)  0.230
H (-2.651, -0.557, 1.961)  0.213
H (-2.238, -0.124, -0.501)  0.189
H (-1.663, 1.501, -0.067)  0.173
H (-6.061, 1.697, 0.431)  0.222
H (-6.988, 3.770, 1.408)  0.212
H (-5.465, 5.467, 2.365)  0.212
H (-3.030, 5.070, 2.331)  0.211
H (-2.113, 3.033, 1.374)  0.207
H (-1.317, -2.639, 1.578)  0.210
H (-1.052, -1.873, 0.007)  0.207
H (0.558, -3.630, 0.280)  0.205
H (1.101, -3.005, 1.849)  0.156

Output
SMILES	CCOc1ccccc1CN1CCC(CO)(CCOc2ccccc2)CC1
net charge	0
lowest unoccupied orbital energy	0.68	eV
electronic energy	-1175.473045	hartree
energy relative to the best compared isomer or geometry (same formula, charge and spin)	9.3	kcal/mol

=====

4.
This record from the Open Molecules 2025 dataset describes a gas-phase ion, C4H11N2O2 (charge +2) at a distorted geometry. The level of theory is wB97M-V/def2-TZVPD.

Last column: Löwdin spin population.
CARTESIAN COORDINATES (ANGSTROEM)
N (1.569, -0.961, -1.000)  0.003
C (0.580, -0.228, -0.086)  0.127
C (0.836, 1.285, -0.154)  0.024
O (1.702, 1.485, -1.243)  0.023
C (-0.958, -0.565, -0.563)  0.095
N (-1.854, -0.727, 0.361)  0.015
C (-1.783, -0.140, 1.716)  0.000
O (-0.970, -0.883, -1.749)  0.677
H (1.734, -1.900, -0.629)  0.000
H (2.466, -0.456, -1.012)  0.000
H (1.200, -1.020, -1.894)  0.001
H (0.690, -0.640, 0.896)  0.012
H (-0.106, 1.772, -0.332)  0.008
H (1.302, 1.581, 0.794)  0.013
H (1.726, 2.435, -1.437)  0.000
H (-2.810, -0.951, 0.085)  0.002
H (-1.861, 0.938, 1.704)  -0.001
H (-0.882, -0.426, 2.261)  -0.001
H (-2.582, -0.599, 2.283)  0.001

Output
net charge	+2
lowest unoccupied orbital energy (alpha / beta)	-8.44 / -13.54	eV
electronic energy	-418.243363	hartree
multiplicity	2
⟨S²⟩	0.757
energy relative to the best compared isomer or geometry (same formula, charge and spin)	40.7	kcal/mol